1.
C44H47F2MoN5O4PSi as an isolated structure at a distorted geometry, computed with ωB97M-V/def2-TZVPD.

```
105
Properties=species:S:1:pos:R:3:forces:R:3:mulliken_charge:R:1
Mo 0.5878 -0.3109 1.5125 0.236 0.805 -0.504 0.027
C -3.5354 4.0068 -3.5963 -0.118 -0.106 0.148 -1.038
C -4.2169 3.2924 -2.4332 -0.308 0.583 -0.545 -0.977
N -3.3362 2.2966 -1.8331 0.408 -0.151 0.621 0.216
C -2.6577 2.6449 -0.7317 -0.020 -0.242 -0.055 0.065
C -1.7315 1.8394 -0.1281 0.478 -0.923 -0.018 -0.197
C -0.9182 2.3262 1.0356 -0.390 0.246 -0.175 -0.213
O -1.3719 3.0338 1.9109 -0.119 0.206 -0.345 -0.673
O 0.2947 1.8810 0.9621 -0.427 -0.468 -0.040 -0.469
C -1.4428 0.5414 -0.6327 -1.023 1.866 -0.178 0.988
O -0.6337 -0.2591 -0.0233 0.180 -0.934 -0.272 -0.626
C -2.1493 0.1825 -1.8346 0.133 0.122 0.206 0.566
C -1.9253 -1.0450 -2.4705 -0.194 -0.204 -0.326 -0.548
C -2.6290 -1.4184 -3.5762 0.420 -0.015 0.507 -0.059
F -2.4118 -2.6634 -4.0565 -0.118 0.170 -0.073 -0.365
C -3.5892 -0.5802 -4.1770 0.187 0.460 0.346 -0.285
C -3.7827 0.6615 -3.5673 -0.177 -0.245 -0.273 -0.768
C -3.1032 1.0661 -2.4137 0.292 -0.451 0.193 -0.379
N -4.2849 -0.9437 -5.3106 0.000 0.016 -0.108 0.069
C -3.8124 -1.9106 -6.2741 0.132 -0.303 -0.028 -0.899
C -4.5412 -3.2503 -6.1264 0.968 0.032 -0.046 -0.655
N -6.0013 -3.0020 -6.2829 -0.278 -0.313 -0.270 -0.070
C -6.4817 -1.9957 -5.2976 -0.305 0.794 0.458 -0.859
C -5.6939 -0.6859 -5.4627 -0.226 -0.145 0.111 -0.599
H -4.2231 4.7296 -4.0244 -0.043 0.071 -0.079 0.403
H -3.2308 3.3096 -4.3714 0.027 -0.036 -0.126 0.341
H -2.6533 4.5398 -3.2518 0.086 0.059 0.033 0.356
H -5.1458 2.8147 -2.7481 0.054 -0.002 0.135 0.448
H -4.4681 4.0225 -1.6623 -0.035 -0.221 0.005 0.450
H -2.8523 3.6149 -0.2959 -0.121 0.098 -0.107 0.557
H -1.2057 -1.7324 -2.0677 0.029 -0.105 0.063 0.710
H -4.4791 1.3362 -4.0314 -0.067 0.136 -0.089 0.739
H -2.7393 -2.0607 -6.1846 -0.122 -0.037 -0.079 0.498
H -4.0004 -1.5103 -7.2784 0.048 0.004 0.013 0.362
H -4.3587 -3.6816 -5.1397 -0.200 0.062 -0.092 0.435
H -4.2002 -3.9608 -6.8813 -0.222 0.042 -0.020 0.355
H -6.5248 -3.8803 -6.1795 0.062 0.204 -0.099 0.360
H -6.1757 -2.6516 -7.2354 -0.065 -0.181 0.178 0.389
H -6.3233 -2.3990 -4.2945 -0.001 -0.095 -0.164 0.350
H -7.5484 -1.8172 -5.4406 0.057 -0.168 -0.108 0.459
H -6.0349 0.0157 -4.7038 -0.107 -0.058 -0.095 0.417
H -5.8912 -0.2488 -6.4486 -0.041 0.033 0.058 0.307
C -0.1694 -3.0147 -0.4462 0.428 -0.020 0.673 -1.635
Si 0.9270 -3.5454 1.0105 -0.631 -0.479 -1.127 -0.123
C 2.5366 -4.0685 0.1119 -0.487 0.074 0.695 -1.158
C -0.1338 -4.7674 2.0247 0.705 0.297 -0.218 -1.181
N 1.2399 -2.0742 2.0475 -0.686 0.704 -0.874 0.398
C 2.0237 -2.3920 3.1512 0.910 0.113 1.583 1.342
C 2.6025 -3.6482 3.4008 -0.129 0.300 -0.127 -0.727
C 3.4276 -3.8777 4.4839 0.044 -0.081 0.050 -1.421
C 3.7072 -2.8779 5.4015 -0.199 0.054 -0.140 -0.736
C 3.1217 -1.6356 5.2273 -0.130 0.051 -0.083 -1.152
C 2.3135 -1.4384 4.1333 -0.022 0.059 -0.098 -0.161
F 1.7472 -0.1924 3.9741 0.226 -0.832 -0.030 0.322
H -0.3498 -3.8901 -1.0625 0.079 -0.285 -0.053 0.604
H 0.3554 -2.2790 -1.0587 -0.082 -0.040 0.003 0.339
H -1.1354 -2.6327 -0.1222 0.000 0.039 -0.040 0.662
H 2.3263 -4.9336 -0.5119 -0.144 -0.150 -0.085 0.495
H 3.3678 -4.3377 0.7547 0.086 -0.014 0.123 0.396
H 2.8841 -3.2792 -0.5558 -0.137 0.159 0.021 0.294
H -0.7072 -5.4060 1.3573 -0.027 -0.007 -0.205 0.428
H -0.8443 -4.2355 2.6580 0.015 0.186 -0.042 0.349
H 0.4362 -5.4238 2.6756 0.076 -0.053 0.058 0.396
H 2.4068 -4.4689 2.7384 0.072 -0.198 -0.116 0.559
H 3.8533 -4.8600 4.6118 0.041 -0.108 0.021 0.481
H 4.3488 -3.0652 6.2457 0.085 -0.019 0.108 0.484
H 3.2729 -0.8256 5.9241 0.039 0.086 0.037 0.531
O -1.6791 -0.2509 3.0903 -0.621 -0.059 0.127 -0.573
N -0.5138 0.4995 3.0088 -0.095 0.331 1.334 0.929
C -0.4006 1.5235 3.7921 -0.265 -0.448 -0.096 -0.278
C 0.7260 2.3992 3.9806 0.802 0.627 0.166 0.415
C 0.6156 3.3029 5.0565 -0.166 -0.432 -0.368 -1.380
C 1.6252 4.1928 5.3648 0.236 0.101 -0.038 -1.052
C 2.7699 4.2445 4.5815 -0.273 -0.029 0.154 -0.980
C 2.8980 3.3777 3.5086 -0.191 -0.170 -0.050 -0.710
C 1.9098 2.4472 3.2139 -0.014 -0.088 -0.009 0.549
P 2.2910 1.3989 1.7893 1.079 -0.147 0.417 3.029
C 2.8236 2.6106 0.5399 -0.063 -0.181 -0.081 1.303
C 3.9111 2.3589 -0.2925 -0.119 -0.073 0.166 -0.620
C 4.3044 3.3136 -1.2167 0.033 0.047 -0.117 -0.800
C 3.6122 4.5077 -1.3291 0.086 -0.127 0.004 -0.680
C 2.5530 4.7768 -0.4754 -0.016 -0.015 0.076 -1.182
C 2.1657 3.8406 0.4630 -0.018 -0.045 -0.130 -0.455
C 3.8236 0.4670 2.1639 -0.341 0.039 -0.214 1.388
C 4.0233 -0.6008 1.2874 -0.231 0.114 -0.223 -0.579
C 5.1307 -1.4168 1.4099 0.113 -0.093 0.022 -0.892
C 6.0486 -1.1773 2.4246 -0.118 -0.057 -0.097 -0.898
C 5.8487 -0.1288 3.3064 0.013 0.054 0.054 -0.742
C 4.7396 0.6942 3.1831 -0.044 0.050 -0.071 -0.740
H -2.2214 0.0354 3.8541 0.299 -0.025 -0.261 0.418
H -1.2477 1.7484 4.4438 0.040 -0.135 -0.121 0.742
H -0.2834 3.2975 5.6552 -0.096 -0.001 0.070 0.469
H 1.5165 4.8540 6.2099 -0.042 0.084 0.053 0.481
H 3.5507 4.9588 4.7875 0.074 0.086 0.087 0.509
H 3.7672 3.4339 2.8658 0.044 0.063 0.072 0.718
H 4.4625 1.4329 -0.2099 0.037 0.001 -0.034 0.407
H 5.1609 3.1251 -1.8450 0.052 -0.041 -0.093 0.484
H 3.9040 5.2305 -2.0730 0.090 0.134 -0.061 0.458
H 2.0362 5.7221 -0.5316 -0.046 0.106 -0.004 0.496
H 1.3575 4.0697 1.1406 -0.090 0.015 0.028 0.457
H 3.2798 -0.7687 0.4936 0.472 -0.092 0.229 0.398
H 5.2858 -2.2387 0.7274 0.007 -0.060 -0.087 0.488
H 6.9145 -1.8131 2.5250 0.089 -0.050 0.024 0.466
H 6.5626 0.0498 4.0954 0.063 0.035 0.090 0.465
H 4.5921 1.5033 3.8819 0.020 0.040 0.090 0.522
```
Positions in Å, forces in eV/Å.

Its relative energy (zero: lowest compared OMol25 entry of this formula, charge and spin) is 104.9 kJ/mol. The highest occupied orbital energy (spin up / spin down) is -14.73 / -14.70 eV. Its total charge is +3. As for the orbital gap (spin up / spin down): 6.42 / 6.37 eV.

***

2.
An isolated ion of composition C25H40F5NO6P and charge +1, computed with ωB97M-V/def2-TZVPD.

```
78
Properties=species:S:1:pos:R:3:forces:R:3:mulliken_charge:R:1
C -0.4732 4.4915 -1.1946 -0.080 0.067 0.009 -1.005
C -1.0329 4.5928 0.2310 -0.004 0.145 -0.288 -0.314
C -0.3409 3.6746 1.2120 0.253 0.197 0.066 -0.905
O -0.6052 2.2907 0.9356 -0.157 -0.096 -0.237 -0.006
C -1.4006 1.6401 1.8639 0.108 -0.125 -0.032 -0.446
C -1.4720 0.1512 1.5164 0.387 -0.077 0.544 -1.388
N -2.4087 -0.2403 0.4010 -0.162 0.372 -0.353 0.337
C -1.9445 0.1356 -1.0215 0.108 0.285 -0.436 -1.855
C -0.4513 0.2974 -1.2671 0.027 -0.167 -0.414 1.306
C -0.0661 -0.0885 -2.7085 0.262 -0.057 0.281 -1.308
C 1.4068 -0.4891 -2.7574 0.138 0.008 0.187 -0.068
C 2.3513 0.6775 -2.4815 -0.037 -0.122 -0.311 -0.154
C 3.8217 0.2786 -2.5498 -0.038 -0.053 0.336 -1.283
C 4.2828 -0.5944 -1.3726 0.184 0.099 -0.038 -0.481
C 3.8423 -0.0507 -0.0138 0.078 -0.232 -0.024 0.725
C 4.7070 -0.5512 1.1321 0.085 0.028 -0.051 -0.758
O 4.4564 0.1393 2.3385 0.114 -0.026 0.109 -0.452
C 3.3231 -0.3043 3.0421 0.062 -0.032 0.132 -0.275
C -2.5663 -1.7756 0.3569 -0.113 0.083 0.190 0.898
F -2.8328 -2.1609 1.6175 -0.161 -0.077 -0.115 -0.360
F -3.6629 -1.9879 -0.3991 0.236 -0.004 0.249 -0.411
C -1.3753 -2.5171 -0.1680 -0.223 0.087 0.100 -0.058
C -1.3960 -3.0282 -1.4511 -0.301 0.105 -0.220 -0.528
C -0.3074 -3.7205 -1.9340 0.119 -0.168 -0.267 -1.131
C 0.7984 -3.9087 -1.1320 0.223 -0.235 -0.237 -0.626
C 0.8006 -3.4134 0.1558 0.511 -0.113 0.240 0.469
C 1.9903 -3.6696 1.0445 0.334 0.004 0.160 0.833
F 2.0452 -2.7769 2.0650 -0.193 -0.669 -0.536 -0.272
F 3.1507 -3.5657 0.3560 -0.509 -0.113 0.318 -0.254
F 1.9373 -4.9035 1.5808 0.110 0.440 -0.143 -0.275
C -0.2796 -2.7293 0.6514 -0.198 0.166 0.370 -0.239
C -3.7523 0.4839 0.6608 -0.065 -0.252 0.086 -0.002
P -4.7631 -0.0831 2.1205 0.108 0.091 0.421 0.714
O -3.9852 -0.1654 3.3520 -0.088 -0.046 -0.192 -0.650
O -5.5465 -1.3922 1.6783 0.209 0.011 -0.032 -0.561
O -5.9182 0.9998 2.0991 0.128 0.033 -0.217 -0.586
C -3.4612 1.9735 0.8546 0.017 0.130 -0.169 -1.154
O -2.6727 2.2050 1.9928 -0.124 0.124 -0.033 -0.439
H -0.5017 5.4584 -1.6943 -0.043 0.005 -0.021 0.407
H -1.0507 3.8052 -1.8159 0.064 -0.127 0.023 0.207
H 0.5665 4.1628 -1.1931 0.036 -0.028 -0.002 0.216
H -2.1074 4.4089 0.2090 -0.056 -0.010 0.192 0.163
H -0.9183 5.6143 0.5975 0.091 -0.006 0.057 0.454
H 0.7391 3.7979 1.1077 0.022 -0.028 0.030 0.378
H -0.5953 3.9265 2.2428 -0.174 -0.158 0.036 0.457
H -0.9480 1.6910 2.8588 -0.094 0.066 0.075 0.730
H -1.8274 -0.3518 2.4117 -0.207 0.030 -0.041 0.811
H -0.4669 -0.2018 1.3162 -0.021 0.019 -0.297 0.509
H -2.3280 -0.6369 -1.6813 -0.148 -0.103 0.164 0.547
H -2.4686 1.0398 -1.3150 0.019 0.057 0.202 0.809
H 0.1349 -0.3468 -0.6149 -0.004 0.051 0.164 -0.910
H -0.1656 1.3268 -1.1000 0.104 0.032 0.329 0.500
H -0.2138 0.7635 -3.3738 -0.245 -0.081 -0.135 0.512
H -0.6666 -0.9344 -3.0471 -0.132 0.087 -0.135 0.635
H 1.5743 -1.2736 -2.0094 0.013 -0.044 -0.040 -0.439
H 1.6580 -0.9321 -3.7235 -0.070 0.043 -0.083 0.523
H 2.1404 1.1070 -1.5008 -0.046 0.099 -0.006 -0.081
H 2.1529 1.4555 -3.2249 0.007 0.057 0.035 0.457
H 4.0154 -0.2452 -3.4875 0.056 0.052 -0.079 0.382
H 4.4318 1.1842 -2.5488 -0.001 0.027 -0.062 0.372
H 3.9697 -1.6337 -1.5000 -0.115 0.001 0.038 0.187
H 5.3761 -0.6161 -1.3890 0.017 -0.064 -0.044 0.525
H 2.8003 -0.3286 0.1785 -0.098 0.157 0.017 -0.795
H 3.9170 1.0394 -0.0155 -0.099 0.057 0.015 0.455
H 4.5882 -1.6320 1.2758 -0.014 0.005 0.018 0.246
H 5.7573 -0.3692 0.8989 0.015 0.030 -0.009 0.393
H 3.2459 -1.3948 3.0299 0.107 0.249 0.068 0.197
H 3.4278 0.0170 4.0763 0.015 0.100 0.010 0.362
H 2.3990 0.1314 2.6411 -0.083 -0.056 -0.069 -0.047
H -2.2633 -2.8922 -2.0812 -0.047 -0.008 -0.006 0.549
H -0.3257 -4.1084 -2.9416 0.024 -0.054 -0.034 0.462
H 1.6592 -4.4508 -1.4972 0.035 -0.006 -0.052 0.554
H -0.2578 -2.3828 1.6737 -0.069 0.010 0.055 0.657
H -4.3556 0.3693 -0.2399 0.038 -0.143 -0.038 1.027
H -5.2454 -2.1443 2.2072 -0.141 -0.141 -0.061 0.387
H -6.6510 0.7783 1.5098 -0.169 0.004 0.141 0.349
H -4.4033 2.4961 0.9930 -0.004 -0.017 0.068 0.578
H -2.9924 2.3874 -0.0411 0.072 0.025 0.023 0.240
```
Positions in Å, forces in eV/Å.

Its relative energy (zero: lowest compared OMol25 entry of this formula, charge and spin) is 0.0 kJ/mol. The highest occupied orbital energy is -11.60 eV. Its total charge is +1. As for the orbital gap: 8.77 eV.

***

3.
One molecule with the formula C6H10O, computed with ωB97M-V/def2-TZVPD.

```
17
Properties=species:S:1:pos:R:3:forces:R:3:mulliken_charge:R:1
C -1.0955 -1.3148 -0.7602 -0.016 -0.062 -0.017 -1.507
C -0.4929 -0.6619 0.4733 -0.123 -0.103 0.011 0.183
C 1.0506 -0.7354 0.6621 0.090 -0.075 -0.017 -1.005
C 1.0962 0.8004 0.8334 0.125 -0.046 0.254 0.194
O 1.4410 1.5009 -0.3692 0.162 0.019 -0.142 -0.472
C 0.0700 1.4862 -0.8142 -0.255 -0.047 -0.342 -0.511
C -0.4112 0.8845 0.5220 -0.170 0.053 -0.049 -0.186
H -2.1403 -1.0130 -0.8998 0.118 -0.086 0.040 0.323
H -1.0574 -2.4051 -0.6791 -0.050 0.090 0.016 0.387
H -0.5469 -1.0414 -1.6679 -0.093 -0.123 0.156 0.367
H -1.0043 -1.0318 1.3683 0.073 0.043 -0.096 0.404
H 1.3762 -1.3255 1.5245 -0.018 0.148 -0.116 0.312
H 1.6114 -1.0594 -0.2211 -0.101 0.023 0.098 0.285
H 1.5965 1.2039 1.7208 -0.125 -0.010 -0.219 0.384
H -0.0903 0.8236 -1.6748 0.233 0.022 0.186 0.136
H -0.2789 2.4601 -1.1659 0.054 0.190 0.541 0.293
H -1.1244 1.4287 1.1478 0.096 -0.035 -0.304 0.411
```
Positions in Å, forces in eV/Å.

Its relative energy (zero: lowest compared OMol25 entry of this formula, charge and spin) is 150.2 kJ/mol. The highest occupied orbital energy is -9.41 eV. As for the orbital gap: 10.50 eV.

***

4.
C5H9LuMgO4 as an isolated structure at a distorted geometry, computed with ωB97M-V/def2-TZVPD.

```
20
Properties=species:S:1:pos:R:3:forces:R:3:mulliken_charge:R:1
O 1.6529 -0.5857 0.5438 1.374 2.299 2.560 -0.476
C 1.4282 -1.7452 -0.0625 -0.423 -1.678 -1.931 -0.049
C 0.2035 -2.0257 -0.5298 0.644 -0.223 0.332 -0.369
O -0.8168 -1.1517 -0.1646 0.494 0.339 0.600 -0.343
C -1.6670 -0.6836 -1.2162 -0.127 0.273 -1.098 -0.494
C -2.6209 0.2917 -0.5739 -0.518 -0.244 -0.210 -0.405
O -1.8457 1.2473 0.1489 1.067 -0.414 0.126 -0.190
C -2.5940 2.3493 0.6529 -0.505 0.730 0.371 -0.736
Mg -0.0881 0.5344 0.9478 -0.468 0.106 -0.847 0.864
H 2.2844 -2.3775 -0.3144 -0.360 0.075 0.244 0.377
H -0.0780 -2.9025 -1.1094 0.104 0.203 0.214 0.436
H -2.2247 -1.5198 -1.6594 0.161 0.171 0.121 0.415
H -3.2911 -0.2174 0.1357 0.078 0.089 -0.259 0.368
H -3.2131 0.8010 -1.3472 0.114 -0.132 0.214 0.415
H -1.8891 3.0230 1.1511 -0.180 -0.145 -0.138 0.265
H -3.0840 2.8750 -0.1772 0.129 -0.145 0.243 0.305
H -3.3417 1.9919 1.3755 0.146 0.138 -0.229 0.355
Lu 2.8877 0.7314 1.8702 -5.395 1.427 -1.859 1.793
O 1.0830 1.8006 1.7246 4.175 -2.514 0.864 -0.854
H -1.0431 -0.2011 -2.0163 -0.508 -0.356 0.684 0.324
```
Positions in Å, forces in eV/Å.

Its relative energy (zero: lowest compared OMol25 entry of this formula, charge and spin) is 0.0 kJ/mol. The highest occupied orbital energy is -15.80 eV. Its total charge is +2. As for the orbital gap: 6.04 eV.

***

> Number 3 is which compound?

C6H10O

***

> Which value of relative energy (zero: lowest compared OMol25 entry of this formula, charge and spin) does entry 3 give?

150.2 kJ/mol

***

> Which formula does entry 2 have?

C25H40F5NO6P